# 1
The following is a quantum chemistry calculation of C40H47N3OPPdSb2Se2 as an isolated structure, from the OMol25 dataset.

```
97
Properties=species:S:1:pos:R:3:forces:R:3
H -3.2390 -5.6192 0.2010 0.002 0.006 0.026
P 0.1209 -1.1876 -2.4840 -0.177 -0.204 -0.299
C 3.7656 5.5889 -1.3416 -0.045 -0.006 -0.068
H 1.4897 2.7836 1.6867 0.032 0.035 -0.007
H -3.7021 -4.1361 -3.7904 0.010 0.013 0.011
H -0.7200 -0.4478 -7.3464 0.005 -0.002 0.000
C -0.8201 -2.7468 -2.6535 0.066 -0.055 -0.076
H 3.4415 0.7883 6.9261 0.020 0.022 -0.016
H 3.0176 0.9431 -5.7787 -0.008 -0.005 -0.001
H -0.7519 4.2173 0.8922 -0.040 0.018 0.035
H 1.7869 3.4137 -3.7168 0.035 0.008 -0.011
H 2.7994 5.5590 -4.4270 -0.017 -0.029 0.000
H -3.9744 0.1020 -0.0170 -0.011 -0.025 -0.007
H -0.8695 2.9503 -0.3417 0.021 0.030 -0.042
H -1.9083 2.9433 4.5223 -0.038 0.040 -0.058
H -2.4529 -6.2060 -3.2679 0.002 0.021 0.010
H -2.5930 2.9141 -2.9427 0.025 -0.003 0.008
C -3.4101 1.5815 -1.4492 0.003 -0.005 0.024
C 3.2378 4.4077 -0.8487 0.011 0.088 -0.040
N -2.9593 -3.0255 3.4386 -0.005 0.008 0.093
C 2.9556 1.2215 6.0597 -0.014 -0.001 -0.008
H -3.1335 3.1021 3.2482 0.059 0.011 0.014
C -2.1056 -0.4045 -0.9779 -0.049 0.138 -0.388
H -2.3447 3.5091 0.4905 0.015 -0.003 0.020
C -2.6992 -4.0757 -3.3838 -0.018 0.025 0.002
H 4.2223 0.2138 4.6588 -0.013 0.008 0.009
H -2.8374 -2.3090 5.3820 -0.021 -0.012 -0.018
C -1.2779 3.3073 0.5987 -0.057 -0.100 0.005
C -2.0662 3.1893 3.4689 -0.147 -0.225 0.316
H 3.3709 1.8440 1.5895 -0.048 0.009 0.008
N 3.6306 6.0099 -2.6032 -0.032 -0.030 0.029
H 1.9779 -2.8349 2.6905 -0.005 0.022 0.006
H -1.7453 4.2161 3.2803 0.025 -0.079 -0.033
H 3.9360 -0.5930 -0.6062 -0.011 -0.010 -0.011
C -1.3231 1.2424 -2.6148 -0.034 -0.065 0.024
C 2.7761 1.4104 3.6367 0.047 0.013 0.013
H -2.2110 -4.2153 -0.1505 0.034 0.035 -0.014
C 1.2894 2.6394 5.0894 0.013 -0.020 -0.025
H 3.3867 -1.8631 3.1992 -0.050 0.015 -0.020
C 3.3857 0.8933 4.7832 -0.029 -0.003 -0.047
C 1.1870 0.3047 -6.7042 -0.003 0.001 0.019
C 0.4982 -0.6761 -4.1896 0.074 0.057 -0.013
H -3.9594 -4.1224 -0.4343 -0.012 0.036 -0.004
C 1.7291 -0.0520 -4.3865 -0.014 -0.010 0.012
C -3.1855 -4.5301 0.2150 -0.032 -0.046 -0.018
H 4.5430 -1.3747 0.8935 -0.005 0.003 -0.029
C 2.3212 -1.8352 2.9550 -0.051 -0.022 -0.015
H 0.4744 3.3477 5.2017 -0.004 -0.032 0.009
C 1.6883 2.2901 3.7965 0.010 0.006 -0.005
H -2.3350 -1.1450 4.1250 -0.002 0.017 -0.039
H 1.7631 -1.4883 3.8262 -0.008 -0.016 -0.042
H -4.7582 -3.6260 4.4701 0.024 0.019 -0.012
H 3.4323 -2.2478 -0.2084 -0.015 0.020 -0.023
C 1.9035 2.1127 6.2155 -0.008 -0.012 -0.032
H -4.2837 2.1972 -1.2688 0.009 0.002 -0.020
H 1.5643 2.3959 7.2049 0.000 0.008 -0.009
H -1.2734 -2.4847 4.5389 0.001 -0.024 -0.005
C -4.1759 -3.6707 3.5669 0.067 0.045 0.053
H 0.8583 -3.8275 -1.9089 -0.001 -0.011 -0.016
O 1.3812 -1.4604 -1.7465 -0.061 -0.011 -0.024
C -1.9993 -5.2383 -3.0862 0.025 -0.005 0.044
C -4.4119 -4.3038 2.4033 0.069 0.014 -0.159
N -3.3394 -4.0357 1.5682 -0.024 -0.112 -0.016
H -0.1828 -6.0616 -2.2868 -0.009 0.012 -0.012
C -2.4319 -3.2462 2.2046 -0.020 0.071 0.043
C -3.2372 0.4202 -0.7451 0.043 -0.026 -0.084
Se 1.8574 1.8649 -1.1357 0.323 0.254 -0.282
C -2.4496 1.9882 -2.3993 -0.021 0.029 0.037
Sb -0.9503 1.8418 2.1603 0.109 1.053 -0.064
Pd -0.2862 0.2594 0.0684 -0.046 -0.050 0.478
Sb 2.0308 -0.4784 1.2868 0.630 -0.050 0.110
H -0.5729 1.5735 -3.3197 0.002 0.019 0.005
H -2.1392 -1.4387 -0.6704 0.045 -0.037 0.215
H -5.2388 -4.9147 2.0874 0.011 0.010 0.020
C 2.3502 4.0119 -3.0099 0.021 0.074 -0.015
C 2.0674 0.4423 -5.6404 -0.020 -0.021 0.026
H -2.6784 -1.9301 -3.3606 0.008 -0.013 -0.027
C 3.7005 -1.2779 0.2058 -0.101 0.011 0.011
H 4.3383 6.2420 -0.6882 -0.010 -0.022 0.023
H 3.3898 4.1358 0.1890 0.030 -0.004 -0.018
H 4.2545 0.5224 2.3737 -0.001 0.035 0.015
C 2.9177 5.2118 -3.4035 0.008 0.009 0.064
H 2.3960 0.0624 -3.5399 -0.015 0.028 -0.016
C 3.2826 1.0114 2.2868 -0.195 -0.048 0.065
C -2.1157 -2.8355 -3.1601 -0.005 0.004 0.076
H -1.3308 -1.3149 -5.1286 0.002 0.033 -0.012
Se -0.8754 -2.5145 1.5647 -0.213 -0.398 0.134
C 2.5154 3.5590 -1.6956 -0.051 -0.133 0.121
C -0.1346 -3.9172 -2.3317 -0.078 0.011 -0.027
H 1.4472 0.6963 -7.6803 0.008 -0.009 0.006
C -2.3158 -2.1895 4.4342 -0.021 -0.006 0.028
C -0.7231 -5.1584 -2.5439 0.002 0.064 0.009
H 0.6405 3.8752 2.8055 0.032 0.022 -0.007
C -1.1254 0.0136 -1.9225 -0.031 -0.363 -0.199
C -0.3775 -0.8193 -5.2637 0.045 0.018 0.022
C 0.9416 2.8417 2.6276 -0.062 -0.172 0.109
C -0.0328 -0.3335 -6.5169 -0.016 -0.017 0.025
```
Positions in Å, forces in eV/Å.

## Properties
LUMO level ... 2.098 eV
HOMO-LUMO gap ... 5.631 eV
Net charge ... -1
2S+1 ... 1
Energy ... -205299.0727 eV
Strongest force on any atom ... 1.1 eV/A



# 2
The following is a quantum chemistry calculation of a 10-piece molecular cluster, C34H96N8O10 overall, from the OMol25 dataset.

```
148
Properties=species:S:1:pos:R:3:forces:R:3
H -3.0970 -0.9624 -1.7147 2.130 2.212 -1.457
H -1.4012 2.7742 2.7543 -0.295 0.160 -0.140
C 0.8555 -0.0768 -4.5037 -0.678 0.264 -0.572
H 1.3553 4.1823 0.5153 -0.250 -0.162 -0.515
C -2.1385 -2.3177 4.2992 0.082 0.301 0.937
H 2.2441 -1.5160 -3.8435 -0.040 -1.041 0.454
C 2.2158 4.0276 -2.0830 0.521 -1.560 1.148
C -6.5206 3.0469 -5.7611 0.194 1.605 -1.516
H -3.5184 -3.3024 3.0202 0.182 0.968 0.011
C 3.8884 2.5789 -0.7625 1.715 2.544 -0.954
H -6.7899 3.9871 -5.2536 -0.376 -0.176 -0.193
H 2.4617 3.5143 -3.0279 0.169 0.679 0.365
H -4.0224 -4.1939 -0.6734 0.476 -0.603 1.316
C 2.1298 -0.8607 -4.6812 1.204 1.268 -1.102
O 4.3335 2.2131 -2.0590 0.503 -0.714 0.774
C -1.1158 6.2236 2.8674 -1.464 -1.227 0.460
N -3.0351 -1.2286 2.3780 -0.687 0.285 0.217
H 1.0661 -3.9772 4.7552 -1.128 -0.151 1.779
N -2.6260 1.7082 -3.2359 -0.907 -0.712 -1.199
C 2.4726 3.0459 -0.8977 -0.303 0.261 -0.177
H 1.4277 1.6510 -5.5513 0.655 0.681 -0.492
C -3.5372 3.0371 1.4559 -0.715 -0.199 -0.654
H -3.8477 -0.1450 -4.8693 0.898 0.812 -0.868
H 2.4068 -4.5225 3.9239 0.157 1.050 -0.348
H 0.0048 -0.7526 -4.6199 -0.064 -0.260 0.661
H -3.2097 3.1760 0.4152 -0.144 -0.074 -0.050
H 3.3059 -0.0821 4.0942 -0.151 -0.221 1.426
N 0.3326 4.4402 3.8636 -0.720 -0.427 -1.250
H -2.6971 2.7212 -5.1505 -0.490 -0.648 0.423
C -1.0729 4.7638 3.4069 2.416 1.077 -1.089
O -4.0349 -5.1803 -2.4802 -0.221 -1.702 -0.452
H -0.2981 1.5739 -5.3757 -0.215 -0.136 -0.055
H 3.9311 -0.5514 -6.7379 -0.762 -0.670 0.349
C -1.7338 -3.1967 1.9349 0.264 -0.500 0.191
H -5.7310 -6.1174 -1.6895 -0.198 -0.012 -0.043
H -4.6249 3.1809 1.5118 0.232 -0.467 -0.136
H -1.0407 3.8236 1.4307 -0.013 0.477 -0.654
H -6.6408 3.1266 -6.8644 -0.792 0.136 0.780
H -1.2654 -1.6774 4.2268 0.584 0.097 0.025
H 2.1351 -2.1547 1.1264 -0.438 0.286 0.154
H 2.9754 -0.1234 -4.5323 -0.490 -0.526 -0.579
C -3.5094 -2.9093 -2.2183 0.153 0.929 -1.730
H -2.8329 -3.1798 6.7517 0.053 -0.003 -0.200
H -3.3342 -1.2664 1.4104 0.138 -0.436 -0.245
H 5.1378 0.7499 2.8078 0.378 -0.382 -0.060
H 3.9817 1.8118 -0.0418 0.014 -1.231 0.721
C -4.2931 -4.0673 -1.6925 -1.249 0.449 0.368
H 1.3126 -3.0565 3.3991 0.743 -0.589 -0.395
C -2.6851 -2.5494 2.9255 -1.082 -0.921 -1.257
O 1.7424 1.4133 2.6809 -0.804 -0.680 -0.411
H -0.4173 6.3092 2.0284 0.107 0.439 0.390
C 5.8398 -0.0226 2.4272 -1.412 0.063 -0.990
H 0.8526 4.2141 2.9838 -0.269 0.119 1.151
H 1.3629 -0.1306 -2.5154 -0.883 -0.426 0.005
O -0.4469 -0.2727 1.7924 0.238 0.174 0.658
C -1.8421 -3.4277 6.3363 0.622 0.450 1.564
O 2.7208 -2.6317 4.8529 -1.182 -1.030 -0.739
H 3.2698 -3.9061 -0.3207 0.087 0.176 0.374
C -2.0432 -3.2294 -2.3920 0.036 0.149 0.695
H -1.1358 -2.6090 6.6145 -0.269 -0.640 0.502
H 1.3278 -1.1968 4.1239 0.411 -0.729 0.413
H 3.9776 -1.8413 2.7514 0.148 -0.219 0.143
H 1.7131 1.9445 1.8427 -0.203 -0.652 0.735
H -1.4975 -3.3636 -1.4603 -0.434 -0.475 0.522
H -2.1632 -3.5876 1.0080 -0.489 0.067 0.344
H 0.5992 -0.0606 0.0730 0.625 -0.442 0.033
C -0.4207 -0.2564 0.3694 1.380 0.941 0.886
O -3.0009 4.0475 2.2549 1.701 -0.751 -0.063
C -3.2030 0.6114 -5.4483 -0.020 -1.696 1.933
H -1.2450 -3.9962 2.4542 0.261 -0.801 0.161
C 1.8664 -3.5903 4.1963 0.955 0.178 -0.881
C 5.5831 1.5215 -2.0650 -0.090 1.368 -0.845
H 5.5938 0.5570 -1.6450 -0.633 -1.389 0.896
C 2.8867 -0.2516 5.1410 1.004 -1.301 -1.222
N -3.5807 -1.7180 -1.3956 -1.932 -2.344 1.975
C -1.2352 0.8627 -0.1454 -1.017 0.981 0.391
C -5.1226 -6.1390 -2.5911 0.473 1.320 -0.169
H 5.7984 1.3879 -3.1163 0.380 0.132 -0.231
C 3.8706 -1.2777 1.8291 1.458 1.987 1.274
C 3.7431 -3.3915 0.5311 1.436 0.054 -0.191
O -1.8133 -3.5343 4.9793 -0.870 0.313 -2.609
H -5.3253 1.4411 -4.1122 0.396 0.824 -0.206
H 1.1740 4.1972 -2.0503 -1.379 0.277 -0.265
H -1.0059 6.9087 3.7231 0.466 -0.015 -0.718
O -5.1529 2.8796 -5.6826 1.783 -1.357 1.805
H 2.5545 1.3251 6.3241 0.099 0.547 0.384
H 4.8025 -3.1647 0.2823 -0.409 -0.514 -0.173
H -2.1542 6.3415 2.4728 0.783 0.205 0.136
H -4.7051 3.1105 -3.6189 -0.442 -0.366 -0.377
H 3.4930 -1.7645 -1.2208 0.073 0.302 0.157
H 6.3915 2.0649 -1.5614 -0.170 0.343 -0.176
H -1.5319 -2.3684 -2.7569 0.292 0.693 -1.001
H 0.2999 3.5574 4.3932 0.120 0.416 -0.401
H -2.2248 0.1067 -5.6197 -0.377 0.634 0.449
N 2.1098 3.5094 0.4455 -0.069 0.171 0.273
H 4.6750 -1.2652 5.7712 0.659 -0.560 -0.244
H -5.6819 -5.8732 -3.4892 -0.435 0.096 0.194
H -1.5459 -4.4155 6.7250 0.098 0.568 0.140
H 6.7219 0.4638 2.0366 0.152 0.033 -0.344
N 3.2027 -1.1758 -0.4415 -0.067 -0.097 0.611
H 2.9072 4.0048 0.8149 0.227 0.142 0.304
H 3.3542 -2.0307 -7.4880 -0.374 -0.559 -1.213
H 4.5515 3.4549 -0.3600 -0.843 -1.134 -0.656
H -1.2881 0.9619 -1.2264 0.140 -0.297 -0.047
H -2.6266 2.6143 -2.8393 -0.144 1.073 0.849
H -3.9750 -2.7378 -3.2306 0.656 0.047 0.442
H -3.6293 0.7073 -6.4231 -0.484 0.546 -0.515
C -1.5803 3.7980 2.3686 -0.868 -0.382 1.614
H 2.0179 1.5022 4.7792 -0.242 1.296 -1.242
O 2.1987 -1.5274 -5.9377 -0.478 0.443 0.546
H -2.8735 -1.6899 4.8629 0.203 -0.703 -0.086
H 3.5786 -0.9017 7.0814 -0.091 0.046 0.147
C 3.4469 -1.5578 -6.5521 1.496 0.963 0.796
C 1.9752 -1.4576 5.0133 -1.428 1.257 -0.091
H -7.0865 2.2403 -5.3626 -0.527 -0.909 0.346
H 6.1325 -0.6923 3.2057 0.153 -0.407 0.800
H -1.7006 4.6961 4.2438 -0.941 -0.129 1.246
H -1.6497 1.4899 -3.2970 0.673 -0.480 -0.266
C -4.7058 2.3297 -4.4143 0.865 0.259 -0.503
C -3.2155 1.8904 -4.5880 -0.189 0.315 -0.937
H -3.2091 2.0022 1.7281 -0.395 0.738 0.226
H 4.1846 -2.1490 -5.9916 -0.101 0.053 0.191
N 0.9205 0.5238 -3.1749 1.055 0.497 0.808
H 1.2347 -1.4968 5.8647 0.838 -0.139 -0.381
H 1.9297 2.1304 -1.0899 -0.601 -0.220 -0.172
H 2.6798 4.9798 -1.8864 0.620 0.280 -0.366
H -1.9087 -4.0846 -3.0069 0.304 -0.598 -0.640
H -4.5119 -1.3700 -1.3292 -0.954 0.025 0.157
C 0.5892 0.9897 -5.5990 0.664 -0.104 3.001
H -0.9500 -2.5487 1.6179 0.603 0.731 0.008
C 3.1580 -2.0111 0.7975 -0.440 -1.368 -1.972
H -0.7100 -1.2171 0.0630 -0.538 -1.301 -1.095
C 3.9872 -0.5434 6.1390 -0.557 0.637 -0.160
H 3.2636 -0.3919 2.0471 0.172 0.136 0.178
H 0.5282 0.4656 -6.4855 -0.165 -0.663 -2.167
H -1.3465 -0.5373 2.1054 0.218 0.288 -0.234
N 2.1504 0.8900 5.5256 -0.939 -0.449 1.306
H -4.7820 -7.1485 -2.7599 0.682 -0.158 0.182
H -2.2459 0.6185 0.2390 0.161 0.954 -0.299
H -3.8068 -0.7641 2.8556 0.268 -0.210 0.236
H 3.9647 -0.5295 -0.2114 -0.192 -0.166 -0.886
H -0.8087 1.8325 0.2576 -0.798 -1.034 -0.239
H -5.3804 -3.8515 -1.6584 0.271 0.167 -0.270
H 4.4496 0.4191 6.2749 0.779 0.215 0.417
O 5.1992 -0.7832 1.3701 -0.774 -0.175 0.871
H 1.0444 0.6806 2.6659 0.918 1.543 -0.598
H 3.8041 -4.0621 1.4055 -0.450 0.336 -0.245
H 1.7427 1.1592 -3.1640 -0.833 0.272 -0.503
```
Positions in Å, forces in eV/Å.

## Properties
LUMO level ... 0.549 eV
HOMO-LUMO gap ... 9.123 eV
2S+1 ... 1
Structure (SMILES) ... COC[C@H](C)N.COC[C@H](C)N.COC[C@H](C)N.COC[C@H](C)N.COC[C@H](C)N.COC[C@H](C)N.COC[C@H](C)N.COC[C@H](C)N.CCO.O
Energy ... -69204.6855 eV
Strongest force on any atom ... 3.6 eV/A